<1>
{
  "formula": "C7H14N2S",
  "method": "the ωB97M-V functional and the def2-TZVPD basis",
  "homo_lumo_gap_ev": 9.07,
  "homo_ha": -0.31719,
  "smiles": "c1c[nH]cn1.CCSCC",
  "species": ["C", "C", "N", "C", "N", "H", "H", "H", "H", "C", "C", "S", "C", "C", "H", "H", "H", "H", "H", "H", "H", "H", "H", "H"],
  "xyz": [[0.175, -4.464, 4.257], [-0.434, -3.251, 4.019], [0.439, -2.568, 3.210], [1.519, -3.373, 2.994], [1.389, -4.534, 3.616], [-0.201, -5.293, 4.858], [-1.384, -2.825, 4.343], [0.305, -1.625, 2.837], [2.364, -3.066, 2.379], [1.858, 2.607, -1.703], [0.667, 3.490, -2.058], [-0.929, 2.867, -1.469], [-1.142, 1.444, -2.568], [-2.513, 0.821, -2.329], [2.793, 3.075, -2.055], [1.765, 1.613, -2.172], [1.920, 2.475, -0.610], [0.771, 4.486, -1.585], [0.597, 3.644, -3.153], [-1.043, 1.788, -3.615], [-0.344, 0.699, -2.381], [-3.311, 1.554, -2.535], [-2.654, -0.048, -2.994], [-2.606, 0.483, -1.284]]
}

<2>
{
  "formula": "C7H14N2S",
  "method": "the ωB97M-V functional and the def2-TZVPD basis",
  "homo_lumo_gap_ev": 8.77,
  "homo_ha": -0.29562,
  "smiles": "CCc1c[nH]cn1.CSC",
  "species": ["C", "C", "C", "C", "N", "C", "N", "H", "H", "H", "H", "H", "H", "H", "H", "C", "S", "C", "H", "H", "H", "H", "H", "H"],
  "xyz": [[-2.221, 0.187, 3.230], [-2.164, -1.323, 2.653], [-1.421, -1.284, 1.381], [-0.054, -1.738, 1.103], [0.145, -1.595, -0.242], [-0.965, -1.141, -0.913], [-1.956, -1.050, 0.073], [-1.514, 0.873, 2.905], [-2.107, 0.422, 4.273], [-3.251, 0.616, 2.969], [-1.665, -1.917, 3.295], [-3.241, -1.548, 2.594], [0.556, -2.261, 1.854], [0.841, -2.126, -0.660], [-1.219, -0.997, -1.824], [1.016, 2.766, -2.306], [1.627, 1.170, -1.804], [3.339, 1.385, -1.010], [1.708, 3.449, -2.851], [0.152, 2.534, -2.980], [0.421, 3.372, -1.361], [3.262, 1.752, 0.002], [3.668, 2.053, -1.872], [3.855, 0.450, -1.127]]
}

Relative stability in kJ/mol, measured from the most stable structure: <1> 0.0; <2> 293.8

<1>
{
  "formula": "C3H9ISi",
  "method": "the ωB97M-V functional and the def2-TZVPD basis",
  "homo_lumo_gap_ev": [7.27, 9.64],
  "homo_ha": [-0.29839, -0.34095],
  "species": ["C", "C", "C", "Si", "I", "H", "H", "H", "H", "H", "H", "H", "H", "H"],
  "xyz": [[1.805, -0.985, -0.656], [1.065, -1.066, 0.601], [-0.677, 1.428, 1.124], [-1.990, 0.728, -0.173], [-0.957, 0.531, -2.515], [1.034, -0.940, -1.536], [2.478, -0.083, -0.722], [2.500, -1.837, -0.920], [0.098, -1.650, 0.596], [1.558, -0.783, 1.534], [-0.167, 2.333, 0.765], [-1.160, 1.424, 2.162], [-3.163, 1.470, -0.558], [-2.424, -0.569, 0.298]]
}

<2>
{
  "formula": "C3H9ISi",
  "method": "the ωB97M-V functional and the def2-TZVPD basis",
  "homo_lumo_gap_ev": 8.18,
  "homo_ha": -0.29160,
  "species": ["C", "C", "C", "Si", "I", "H", "H", "H", "H", "H", "H", "H", "H", "H"],
  "xyz": [[-1.131, -1.674, 0.147], [-0.938, 1.200, 0.971], [1.993, -0.291, -1.203], [-0.665, 0.064, -0.472], [3.551, -0.016, 0.234], [-0.498, -2.456, 0.177], [-1.527, -1.574, 1.195], [-2.140, -1.987, -0.406], [-0.092, 0.950, 1.721], [-0.796, 2.275, 0.709], [-2.012, 0.968, 1.362], [2.232, -1.344, -1.635], [2.205, 0.363, -2.002], [-0.999, 0.357, -1.740]]
}

Relative stability in kJ/mol, measured from the most stable structure: <1> 60.3; <2> 0.0